The following is a quantum chemistry calculation of a structure of composition C19H40FeNP3Se in a non-equilibrium geometry, from the OMol25 dataset.

```
65
Properties=species:S:1:pos:R:3:mulliken_spin:R:1
Fe -0.04925 0.15923 -0.22476 3.857
P 0.27672 2.17778 0.81620 0.020
P -2.32888 0.27718 -0.38736 -0.054
P 2.13668 -0.32360 -0.47400 -0.073
H -1.52594 -3.33280 -7.02843 -0.002
C -0.77558 -4.06242 -6.70227 0.004
C -0.72471 -4.42378 -5.39118 -0.002
H -1.51364 -4.14414 -4.66203 0.000
C 0.47598 3.74852 -0.14514 0.016
C -1.06117 2.56340 2.00742 0.005
C 1.68275 2.24364 1.99416 0.005
C -3.06046 -0.93080 -1.54959 0.014
C -3.22412 -0.13064 1.16744 0.009
C -3.14347 1.83119 -0.95137 0.015
C 2.54741 -1.74773 -1.54900 0.015
C 3.00184 -0.85919 1.05454 0.014
C 3.31304 0.92967 -1.13805 0.012
H -0.15811 -4.50766 -7.50273 0.000
H 0.10888 -4.97177 -4.94947 0.000
H 0.58518 4.57056 0.57715 0.005
H -0.41222 3.92287 -0.77561 0.001
H 1.37073 3.68522 -0.78729 0.000
H -0.71770 3.44580 2.56831 0.003
H -1.16172 1.74125 2.72694 -0.003
H -2.03094 2.70848 1.51243 0.001
H 1.56220 3.17453 2.56820 0.001
H 2.66016 2.20092 1.49495 0.002
H 1.61148 1.41289 2.70844 -0.002
H -4.15206 -0.81294 -1.60485 0.004
H -2.83103 -1.94171 -1.19127 -0.013
H -2.63482 -0.79714 -2.55127 0.000
H -4.14182 0.46628 1.25828 0.001
H -2.59452 0.06171 2.04376 -0.001
H -3.48172 -1.19786 1.15555 0.001
H -4.23434 1.68971 -0.94491 -0.002
H -2.80810 2.05355 -1.97300 -0.001
H -2.89111 2.68091 -0.30737 0.000
H 3.62973 -1.94533 -1.54492 0.007
H 2.22656 -1.55867 -2.57964 -0.003
H 2.03170 -2.64341 -1.18159 -0.011
H 4.01974 -1.18975 0.80497 0.001
H 2.45419 -1.69188 1.51394 -0.001
H 3.06376 -0.04252 1.78160 0.002
H 4.29684 0.45851 -1.28608 -0.002
H 3.42540 1.77554 -0.44829 0.000
H 2.93803 1.29734 -2.10249 -0.001
C 0.17846 0.81592 -4.14035 0.260
C -0.13624 -0.54818 -4.11573 -0.016
C 0.05841 -1.28533 -5.26537 0.045
C 0.50310 -0.71032 -6.45405 0.208
C 0.74200 0.67495 -6.49923 0.022
C 0.58621 1.43590 -5.33834 0.077
Se 0.07459 1.80556 -2.52575 0.600
H -0.12756 0.28044 -1.91415 -0.061
H -0.49097 -1.08021 -3.22778 -0.008
H -0.18836 -2.33372 -5.20405 0.029
H 0.64862 -1.35610 -7.32702 -0.001
H 1.07010 1.13733 -7.43435 0.005
H 0.76588 2.51170 -5.34208 -0.011
C -0.24945 -1.71554 3.92433 -0.001
C -0.25235 -1.24602 2.56546 0.075
N -0.19590 -0.91429 1.44445 -0.075
H 0.58190 -2.41193 4.10236 0.002
H -1.19519 -2.21524 4.16922 0.002
H -0.13319 -0.87287 4.62000 0.003
```

Results
HOMO energy (alpha / beta)	-16.425 / -16.424	eV
relative energy (zero: lowest compared OMol25 entry of this formula, charge and spin)	0.0	kcal per mole
E	-149413.2532	eV
multiplicity	6
frontier orbital gap (alpha / beta)	0.253 / 0.144	Ha
charge	+3

=====

The following is a quantum chemistry calculation of a structure of composition C19H40NP3STi in a non-equilibrium geometry, from the OMol25 dataset.

```
65
Properties=species:S:1:pos:R:3:mulliken_spin:R:1
Ti -0.11107 -0.28637 0.46046 1.045
P 2.00869 0.73864 1.59453 -0.034
P -1.76713 1.47866 0.95349 -0.050
P 0.56734 1.33621 -1.43066 -0.039
H -0.74454 -3.04125 2.44327 0.000
C -0.62117 -3.03922 1.37041 -0.035
C 0.59548 -2.78245 0.81272 0.030
H 1.43571 -2.46479 1.46285 0.002
C 2.62646 0.03663 3.18151 -0.002
C 1.78718 2.44562 2.25418 0.017
C 3.57619 0.77616 0.66045 0.000
C -3.30547 0.77236 0.25782 0.013
C -2.31561 1.78398 2.66161 0.004
C -1.75442 3.24176 0.45467 0.006
C 1.89738 0.60675 -2.49189 0.001
C 1.32515 2.96687 -1.05754 0.001
C -0.68259 1.92998 -2.67404 -0.001
H -1.44263 -3.52989 0.85921 0.001
H 0.87716 -3.19612 -0.13787 0.004
H 2.58040 -1.05320 3.15766 0.000
H 2.01755 0.40214 4.01058 0.000
H 3.65814 0.38362 3.28901 -0.001
H 1.02490 2.44232 3.04108 0.000
H 1.47644 3.17211 1.50120 -0.002
H 2.74524 2.75409 2.69460 0.000
H 3.72694 -0.19463 0.17338 0.000
H 4.37349 0.94759 1.39341 -0.001
H 3.59970 1.55204 -0.10708 0.000
H -4.10011 1.51989 0.38763 0.002
H -3.54437 -0.13718 0.82630 0.000
H -3.19157 0.49702 -0.79973 0.001
H -3.07955 2.57845 2.62575 -0.001
H -1.47209 2.11070 3.28598 0.000
H -2.74626 0.87634 3.09972 0.001
H -2.59646 3.74318 0.95722 -0.001
H -1.85363 3.38424 -0.62819 0.000
H -0.82933 3.72935 0.79407 -0.001
H 1.86454 1.05555 -3.48732 -0.001
H 1.78206 -0.47622 -2.59788 0.000
H 2.87870 0.82419 -2.06576 -0.001
H 1.48790 3.51672 -2.00329 -0.001
H 2.30818 2.88147 -0.56791 0.000
H 0.64936 3.59579 -0.45875 0.000
H -0.38666 1.59128 -3.66968 -0.001
H -0.67385 3.02652 -2.70504 0.000
H -1.69293 1.55849 -2.48114 0.003
C -1.00599 -2.35038 -2.97137 0.002
C -1.85965 -2.37309 -4.10038 -0.007
C -1.65488 -3.29865 -5.12988 0.002
C -0.56143 -4.17764 -5.11372 -0.005
C 0.33001 -4.08238 -4.03839 0.002
C 0.14216 -3.16741 -2.99635 0.003
S -1.48881 -1.34325 -1.61299 0.061
H -0.25129 -1.51372 -0.84380 -0.027
H -2.68571 -1.65865 -4.16364 -0.001
H -2.33176 -3.33232 -5.98152 0.000
H -0.38661 -4.90570 -5.92338 0.000
H 1.19743 -4.74082 -3.99749 0.000
H 0.87176 -3.05482 -2.19133 0.001
C -0.78613 -1.12400 5.09189 0.001
C -0.49347 -0.75728 3.74366 0.025
N -0.36617 -0.52274 2.60719 -0.014
H -0.89045 -0.21311 5.70572 0.001
H 0.01195 -1.77684 5.48560 0.001
H -1.74981 -1.66256 5.12922 0.000
```

Results
HOMO energy (alpha / beta)	-16.665 / -16.668	eV
E	-83631.8938	eV
multiplicity	2
frontier orbital gap (alpha / beta)	0.213 / 0.221	Ha
charge	+3

=====

The following is a quantum chemistry calculation of a structure of composition C19H40NiP2 in a non-equilibrium geometry, from the OMol25 dataset.

```
62
Properties=species:S:1:pos:R:3:mulliken_spin:R:1
P 0.37274 -3.41564 1.32802 -0.012
P -0.17169 2.89021 0.65626 0.017
C -0.18816 -2.30737 -0.08139 -0.036
C 0.22554 -0.83383 -0.21945 0.237
H -1.27202 -2.27432 0.09809 0.012
H -0.02223 -2.84087 -1.03900 -0.014
H -0.22082 -0.20558 0.59148 -0.082
H 1.32921 -0.70229 -0.24914 -0.006
C -1.54914 4.05544 0.47967 0.001
H -2.07365 4.08570 1.44318 0.000
H -2.21267 3.64923 -0.29828 0.001
H -1.17594 5.04386 0.17741 0.001
C 1.26494 3.91113 0.24269 -0.001
H 1.07788 4.53757 -0.64875 0.000
H 2.08625 3.21009 0.03679 0.001
H 1.48187 4.52667 1.11269 0.000
C -0.55254 -4.92064 1.26082 0.001
H -0.38619 -5.46675 2.19643 0.000
H -0.21210 -5.54144 0.42977 0.000
H -1.62000 -4.72496 1.14760 -0.001
C 2.10901 -3.78164 1.11125 0.006
H 2.70290 -2.86515 1.13513 -0.005
H 2.25584 -4.31334 0.16709 -0.001
H 2.41512 -4.43249 1.94145 0.000
Ni 0.04157 -0.00038 -2.18050 1.095
C 0.54235 1.66427 -2.87589 0.150
C -0.86080 1.52173 -2.68634 0.098
C -1.79768 1.03073 -3.75683 0.122
C -1.42229 -0.41070 -4.29676 0.080
C -0.55334 -1.23819 -3.38396 0.192
C 0.87246 -1.09570 -3.35864 0.127
C 1.58255 -0.20286 -4.33757 0.070
C 1.11369 1.28152 -4.24694 0.092
C 0.07302 -2.62316 2.91015 0.002
H 1.14210 2.39652 -2.30204 -0.047
H -1.31710 2.06442 -1.83912 -0.038
H -1.79765 1.73160 -4.61399 -0.011
H -2.82338 0.95480 -3.37542 -0.019
H -2.36289 -0.97006 -4.48457 -0.009
H -0.88583 -0.28803 -5.25267 0.005
H -0.97353 -2.18115 -2.96700 -0.018
H 1.47304 -1.87359 -2.89750 -0.007
H 1.41932 -0.52050 -5.38045 -0.005
H 2.65992 -0.28112 -4.17212 0.001
H 1.92686 1.96666 -4.51458 0.000
H 0.29908 1.42166 -4.97128 -0.004
H 0.49898 -1.60913 2.90639 0.003
H 0.55349 -3.19841 3.72024 0.000
H -1.01181 -2.56188 3.09667 -0.002
C -1.41144 0.48904 4.37988 -0.001
C -0.29695 1.49534 4.00627 0.001
C 1.05992 0.91700 4.39668 0.002
C -0.46709 2.19082 2.66140 0.000
H -1.20545 -0.54290 4.07020 0.001
H -2.37157 0.75999 3.93053 0.000
H -1.56966 0.44751 5.46956 0.000
H -0.47320 2.32869 4.70301 0.000
H 1.12244 -0.17040 4.27899 0.001
H 1.85926 1.36782 3.81468 0.000
H 1.26391 1.11126 5.46204 0.000
H -0.04009 3.21873 2.70502 0.000
H -1.52636 2.12449 2.36270 0.000
```

Results
HOMO energy (alpha / beta)	-3.702 / -6.116	eV
relative energy (zero: lowest compared OMol25 entry of this formula, charge and spin)	103.1	kcal per mole
E	-79963.0105	eV
multiplicity	3
frontier orbital gap (alpha / beta)	0.138 / 0.227	Ha

=====

The following is a quantum chemistry calculation of a structure of composition C19H41BF3NO4Si2, from the OMol25 dataset.

```
71
Properties=species:S:1:pos:R:3:lowdin_charge:R:1
C -1.25107 -1.60135 2.15496 -0.105
C -1.47684 -1.77426 3.65257 -0.262
C -2.64426 -0.95751 4.20710 -0.219
C -2.50859 0.55935 3.98175 -0.202
C -3.49906 1.18150 2.97786 -0.209
C -2.81106 2.02004 1.90469 -0.233
C -3.75367 2.71076 0.91778 -0.214
C -3.12958 2.89762 -0.46515 -0.211
C -1.79868 3.66761 -0.44740 -0.207
C -0.57751 2.75976 -0.60960 -0.226
C 0.75763 3.48220 -0.86418 -0.194
C 1.84159 3.20557 0.18222 -0.211
C 2.68826 1.96316 -0.11647 -0.248
C 1.87885 0.66153 0.02691 -0.228
Si 2.84702 -0.91432 -0.21550 0.690
O 2.07374 -2.00707 -1.19328 -0.267
Si 1.18744 -1.73117 -2.55079 0.388
C 2.05590 -0.59058 -3.72004 -0.150
N 0.93061 -3.27956 -3.27892 -0.163
C 0.23582 -3.23452 -4.58215 -0.104
C 0.44432 -4.33816 -2.43852 -0.544
C -0.97080 -4.21148 -1.93355 -0.004
O 1.14344 -5.24956 -2.13603 0.132
B 4.77953 -0.75733 -0.86036 -0.620
O 5.63721 0.23509 -0.43842 0.113
O 5.24686 -1.69109 -1.73335 0.149
C 2.91038 -1.80092 1.50190 -0.603
F 3.84726 -2.77872 1.53743 0.089
F 3.22577 -0.93392 2.49866 0.083
F 1.73696 -2.37440 1.86129 0.073
H -1.04837 -0.55804 1.89651 0.051
H -2.13514 -1.91492 1.58906 0.079
H -0.39989 -2.19347 1.81279 0.047
H -1.65630 -2.83453 3.85716 0.106
H -0.56382 -1.50672 4.19530 0.109
H -2.73034 -1.16592 5.27637 0.102
H -3.57541 -1.31869 3.75423 0.104
H -2.59769 1.07660 4.93970 0.105
H -1.49017 0.76775 3.63125 0.099
H -4.05813 0.38190 2.47802 0.106
H -4.23725 1.80035 3.49907 0.112
H -2.14119 1.35260 1.34786 0.090
H -2.16361 2.75946 2.39132 0.119
H -4.66650 2.11251 0.81693 0.109
H -4.05354 3.68711 1.31510 0.114
H -3.83684 3.39029 -1.13687 0.104
H -2.95647 1.89750 -0.88309 0.108
H -1.78535 4.43924 -1.22342 0.107
H -1.70660 4.20240 0.50667 0.114
H -0.47714 2.16222 0.30168 0.082
H -0.78571 2.04179 -1.41081 0.106
H 0.58476 4.56066 -0.92882 0.106
H 1.13810 3.17474 -1.84601 0.107
H 2.49438 4.07555 0.28865 0.107
H 1.36104 3.05604 1.15813 0.114
H 3.07489 2.04531 -1.14089 0.105
H 3.55566 1.93360 0.54766 0.109
H 1.45563 0.61638 1.03920 0.090
H 1.01638 0.68001 -0.64620 0.057
H -0.10464 -1.10218 -2.16475 0.031
H 3.01518 -0.99126 -4.05678 0.047
H 1.43269 -0.39132 -4.59598 0.035
H 2.24210 0.37572 -3.23768 0.031
H 0.94233 -3.43079 -5.39045 0.087
H -0.54208 -3.99824 -4.63499 0.086
H -0.24935 -2.26984 -4.77392 0.072
H -1.64528 -3.76474 -2.66480 0.079
H -0.95452 -3.55127 -1.06140 0.082
H -1.33664 -5.18851 -1.62302 0.089
H 5.92599 0.86287 -1.10899 0.107
H 4.61135 -2.39042 -1.93514 0.094
```

Results
HOMO energy	-9.661	eV
E	-54638.9328	eV
frontier orbital gap	0.369	Ha